Record 1
ORCA calculation (ωB97M-V with the def2-TZVPD basis set) on 3 unconnected molecules or ions with the total composition C31H57BN8O8P2.

Atoms and positions in Å:
C: 8.17 -6.42 1.56
C: 7.73 -5.68 0.20
C: 6.70 -4.48 0.39
N: 5.57 -4.75 1.32
C: 4.73 -5.88 0.90
C: 4.72 -7.25 1.67
O: 5.53 -7.49 2.85
C: 3.82 -8.47 1.26
C: 2.87 -8.35 0.04
C: 2.86 -7.01 -0.73
C: 3.74 -5.80 -0.34
B: 3.58 -4.43 -1.24
O: 3.72 -4.47 -2.67
O: 3.24 -3.19 -0.56
C: 1.94 -3.36 0.10
C: 1.77 -7.21 -1.87
O: 1.44 -6.43 -2.80
N: 1.19 -8.54 -1.62
C: -0.26 -8.74 -1.92
O: -1.01 -9.40 -0.89
C: -1.36 -8.52 0.18
C: -1.89 -7.07 0.05
C: -2.28 -6.21 1.30
C: -2.19 -6.79 2.75
C: -1.64 -8.25 2.90
C: -1.24 -9.09 1.64
C: 1.82 -9.37 -0.60
O: 1.63 -10.58 -0.31
H: 7.83 -5.89 2.52
H: 7.70 -7.48 1.52
H: 9.31 -6.60 1.57
H: 8.70 -5.21 -0.23
H: 7.38 -6.41 -0.62
H: 6.39 -4.12 -0.66
H: 7.30 -3.60 0.85
H: 5.02 -3.90 1.51
H: 5.18 -6.81 3.49
H: 3.87 -9.44 1.85
H: 3.33 -3.62 -2.98
H: 2.10 -3.90 1.10
H: 1.51 -2.30 0.27
H: 1.24 -3.93 -0.62
H: -0.69 -7.74 -2.27
H: -0.31 -9.43 -2.85
H: -2.00 -6.59 -0.98
H: -2.66 -5.14 1.11
H: -2.51 -6.17 3.67
H: -1.59 -8.68 3.97
H: -0.89 -10.16 1.85
C: -2.94 0.95 0.38
N: -1.52 0.79 0.65
C: -1.34 0.69 2.10
P: -0.20 1.55 -0.17
O: 0.75 0.35 0.03
N: -0.32 1.23 -1.88
C: -1.45 0.54 -2.48
C: 0.90 0.71 -2.52
N: -1.22 2.99 -0.39
C: -1.15 3.76 -1.64
C: -0.86 3.96 0.67
H: -3.31 1.95 0.65
H: -3.52 0.23 0.95
H: -3.21 0.77 -0.65
H: -1.60 1.63 2.60
H: -0.31 0.45 2.36
H: -1.97 -0.10 2.52
H: -1.60 -0.46 -2.04
H: -1.32 0.42 -3.56
H: -2.36 1.13 -2.39
H: 1.01 -0.37 -2.35
H: 1.79 1.22 -2.13
H: 0.88 0.88 -3.60
H: -0.12 3.99 -1.93
H: -1.69 4.71 -1.54
H: -1.65 3.25 -2.47
H: 0.15 4.35 0.53
H: -0.90 3.50 1.66
H: -1.56 4.81 0.69
C: -2.71 10.50 1.69
N: -2.09 9.65 0.68
C: -0.77 10.20 0.36
P: -2.88 8.88 -0.66
O: -1.92 7.66 -0.63
N: -4.20 7.91 -0.08
C: -4.61 7.90 1.32
C: -4.23 6.53 -0.57
N: -3.97 10.28 -0.77
C: -5.40 10.08 -1.10
C: -3.45 11.17 -1.84
H: -3.03 11.47 1.28
H: -1.99 10.71 2.49
H: -3.55 10.05 2.19
H: -0.86 11.18 -0.13
H: -0.21 9.54 -0.30
H: -0.17 10.33 1.26
H: -3.80 7.61 1.99
H: -5.45 7.21 1.48
H: -5.02 8.87 1.62
H: -3.54 5.88 0.00
H: -3.96 6.47 -1.62
H: -5.24 6.10 -0.48
H: -5.53 9.43 -1.96
H: -5.88 11.04 -1.31
H: -5.96 9.68 -0.25
H: -3.54 10.71 -2.82
H: -2.40 11.41 -1.68
H: -3.99 12.13 -1.85

The total charge is 0. The value obtained for the total energy is -2962.48695 Ha. Its SMILES is CCCNc1c(O)cc2c(c1B(O)OC)C(=O)N(COc1ccccc1)C2=O.CN(C)P(=O)(N(C)C)N(C)C.CN(C)P(=O)(N(C)C)N(C)C. For the highest occupied orbital energy, the calculation gives -8.06 eV.

Here are the Mulliken charges for atoms 1 to 4, given in e: -0.75, -0.54, -0.42, -0.19

***

Record 2
ORCA calculation (ωB97M-V with the def2-TZVPD basis set) on a molecular structure, C2H8N4O2Sn.

Atoms and positions in Å:
Sn: -1.86 -1.95 1.33
C: -1.93 0.76 -1.77
O: -1.57 -0.01 -0.92
N: -2.79 0.51 -2.77
N: -1.13 1.72 -2.01
H: -2.89 1.11 -3.57
H: -3.42 -0.28 -2.80
H: -1.52 2.10 -2.86
H: -0.18 1.57 -1.68
C: 1.86 -1.02 1.81
O: 1.11 -1.72 1.08
N: 2.30 0.18 1.51
N: 2.38 -1.38 2.98
H: 2.95 0.76 2.02
H: 2.00 0.57 0.63
H: 2.71 -0.69 3.64
H: 1.98 -2.22 3.39

The total charge is +2. The value obtained for the total energy is -664.14752 Ha. For the highest occupied orbital energy, the calculation gives -16.81 eV.

Here are the Mulliken charges for atoms 1 to 4, given in e: 1.67, 0.57, -0.56, -0.36

***

Record 3
ORCA calculation (ωB97M-V with the def2-TZVPD basis set) on 4 unconnected molecules or ions with the total composition C21H20O9S.

Atoms and positions in Å:
O: 13.22 14.39 2.01
C: 13.61 14.73 3.10
C: 14.59 15.77 3.43
C: 14.96 15.95 4.75
C: 14.47 15.18 5.86
O: 14.77 15.28 7.04
C: 13.62 14.11 5.50
C: 13.15 13.90 4.23
H: 15.05 16.37 2.66
H: 15.73 16.69 4.92
H: 13.15 13.56 6.30
H: 12.36 13.20 3.99
O: 14.96 17.19 -4.29
C: 14.78 16.39 -5.16
C: 13.55 15.50 -5.31
C: 13.46 14.50 -6.24
C: 14.44 14.37 -7.34
O: 14.37 13.64 -8.34
C: 15.66 15.13 -7.09
C: 15.85 16.05 -6.11
H: 12.83 15.58 -4.52
H: 12.53 13.95 -6.26
H: 16.45 14.85 -7.77
H: 16.81 16.48 -5.86
O: 19.74 19.66 0.75
C: 20.50 19.49 -0.19
C: 21.69 18.65 -0.26
C: 22.65 18.96 -1.19
C: 22.52 19.83 -2.28
O: 23.40 20.11 -3.06
C: 21.08 20.24 -2.43
C: 20.20 20.09 -1.40
H: 21.76 17.98 0.58
H: 23.57 18.39 -1.12
H: 20.78 20.75 -3.34
H: 19.18 20.43 -1.53
C: 26.03 8.88 6.39
C: 24.74 9.67 6.30
O: 24.58 10.09 4.95
S: 25.48 11.37 4.39
C: 26.78 10.41 3.49
O: 24.76 12.02 3.33
O: 26.14 12.05 5.45
H: 26.14 8.49 7.40
H: 26.86 9.57 6.24
H: 26.14 8.16 5.58
H: 23.89 9.00 6.50
H: 24.87 10.48 7.02
H: 27.35 9.86 4.24
H: 27.31 11.11 2.85
H: 26.32 9.58 2.95

The total charge is 0. The value obtained for the total energy is -1887.35149 Ha. Its SMILES is O=C1C=CC(=O)C=C1.O=C1C=CC(=O)C=C1.O=C1C=CC(=O)C=C1.CCOS(C)(=O)=O. For the highest occupied orbital energy, the calculation gives -10.39 eV.

Here are the Mulliken charges for atoms 1 to 4, given in e: -0.53, 0.48, -0.47, -0.25

***

Record 4
ORCA calculation (ωB97M-V with the def2-TZVPD basis set) on 10 unconnected molecules or ions with the total composition C30H83N4O11.

Atoms and positions in Å:
N: -1.17 -5.65 2.53
C: -2.02 -4.54 2.10
N: -2.84 -4.89 0.87
C: -4.05 -4.34 0.90
N: -4.09 -3.00 1.30
N: -5.11 -5.04 0.58
C: -6.46 -4.45 0.63
O: -7.41 -5.46 0.70
O: -8.65 -4.83 0.82
H: -1.04 -6.34 1.80
H: -1.60 -6.07 3.34
H: -2.66 -4.31 2.96
H: -1.41 -3.69 1.82
H: -2.93 -5.90 0.78
H: -4.52 -3.00 2.23
H: -4.72 -2.46 0.72
H: -4.99 -6.00 0.28
H: -6.58 -3.79 -0.24
H: -6.52 -3.85 1.54
H: -8.66 -4.33 1.66
C: 1.15 -0.15 0.54
C: -0.22 -0.77 0.32
C: -1.30 0.30 0.20
O: -0.54 -1.64 1.41
H: 1.17 0.43 1.47
H: 1.91 -0.93 0.64
H: 1.43 0.50 -0.28
H: -0.20 -1.38 -0.58
H: -1.36 0.89 1.11
H: -2.28 -0.16 0.05
H: -1.10 0.97 -0.64
H: -0.55 -1.11 2.22
C: 5.87 -2.06 0.54
C: 5.07 -1.01 -0.21
C: 5.97 0.06 -0.80
O: 4.12 -0.41 0.67
H: 6.41 -1.61 1.37
H: 5.21 -2.82 0.96
H: 6.59 -2.55 -0.12
H: 4.50 -1.49 -1.01
H: 6.52 0.58 -0.01
H: 5.38 0.81 -1.33
H: 6.69 -0.37 -1.50
H: 4.61 0.02 1.38
C: -4.92 1.88 -2.89
C: -3.81 2.61 -2.16
C: -3.85 4.10 -2.43
O: -2.54 2.08 -2.56
H: -4.82 2.02 -3.97
H: -4.87 0.81 -2.70
H: -5.90 2.25 -2.59
H: -3.90 2.43 -1.08
H: -3.71 4.31 -3.49
H: -3.04 4.61 -1.90
H: -4.80 4.54 -2.11
H: -2.45 2.23 -3.51
C: -8.42 2.32 -6.52
C: -8.07 1.19 -5.55
C: -9.30 0.37 -5.19
O: -7.50 1.75 -4.37
H: -9.15 3.00 -6.07
H: -7.53 2.90 -6.76
H: -8.84 1.92 -7.45
H: -7.32 0.55 -6.00
H: -10.05 0.99 -4.70
H: -9.03 -0.42 -4.49
H: -9.75 -0.08 -6.08
H: -8.16 2.32 -3.96
C: -3.55 -0.01 -7.15
C: -4.32 1.29 -7.20
C: -4.41 1.84 -8.62
O: -3.68 2.26 -6.36
H: -2.52 0.13 -7.50
H: -3.49 -0.39 -6.13
H: -4.02 -0.78 -7.77
H: -5.33 1.14 -6.80
H: -3.42 2.05 -9.02
H: -4.96 2.78 -8.63
H: -4.91 1.13 -9.28
H: -2.79 2.40 -6.70
C: 0.25 6.97 -1.86
C: -0.01 6.75 -0.37
C: 1.13 6.02 0.29
O: -1.23 6.01 -0.21
H: 0.36 6.01 -2.37
H: -0.58 7.49 -2.32
H: 1.16 7.55 -2.01
H: -0.16 7.72 0.11
H: 1.27 5.03 -0.15
H: 0.93 5.86 1.35
H: 2.07 6.57 0.20
H: -1.11 5.16 -0.63
C: 4.68 -4.57 4.75
C: 4.92 -4.93 3.30
C: 4.28 -6.26 2.94
O: 6.32 -4.99 3.05
H: 5.12 -5.32 5.41
H: 5.15 -3.62 4.99
H: 3.61 -4.50 4.98
H: 4.51 -4.15 2.65
H: 4.71 -7.07 3.55
H: 4.47 -6.51 1.90
H: 3.20 -6.24 3.11
H: 6.69 -5.67 3.61
C: 4.80 8.13 2.94
C: 5.13 7.44 1.62
C: 6.62 7.48 1.33
O: 4.41 8.07 0.56
H: 5.09 9.18 2.91
H: 3.73 8.09 3.13
H: 5.32 7.65 3.77
H: 4.79 6.40 1.66
H: 6.96 8.52 1.24
H: 6.83 6.99 0.38
H: 7.19 6.99 2.11
H: 4.69 8.99 0.52
C: 7.48 -4.24 8.13
C: 7.44 -5.73 7.83
C: 8.25 -6.52 8.84
O: 7.95 -5.96 6.52
H: 8.50 -3.86 8.09
H: 6.90 -3.68 7.39
H: 7.07 -4.02 9.13
H: 6.40 -6.07 7.84
H: 9.30 -6.21 8.82
H: 8.22 -7.58 8.61
H: 7.87 -6.37 9.86
H: 8.86 -5.65 6.50

The total charge is +1. The value obtained for the total energy is -2239.09523 Ha. For the highest occupied orbital energy, the calculation gives -11.14 eV.

Here are the Mulliken charges for atoms 1 to 4, given in e: -0.56, 0.04, -0.20, 0.34

***

no.,F_max (eV/Å)
1,8.68
2,7.10
3,5.57
4,1.74